No. 1
# C26H17AsCl5IN2O9SSc

A molecular structure, C26H17AsCl5IN2O9SSc (wB97M-V/def2-TZVPD, OMol25).

Geometry as XYZ:
```
63
Properties=species:S:1:pos:R:3:forces:R:3
I 3.047530 -2.710137 -0.622652 -0.1 0.0 0.0
As -0.997968 1.954372 1.312231 0.0 0.0 -0.1
Sc 0.200272 -0.558743 -0.524424 0.1 0.0 0.1
Cl -3.480954 -0.332661 -0.979172 0.0 0.0 0.0
Cl -3.567106 -5.457640 2.542447 0.0 0.0 0.0
Cl -6.250760 -3.984123 1.903155 0.0 0.0 0.0
Cl -6.202784 -1.405178 0.145018 0.0 0.0 0.0
Cl -0.866540 -4.327919 1.416064 0.0 0.0 0.0
S 0.772462 -0.763327 2.857270 0.0 0.0 0.0
O -1.180982 -1.932111 -0.161768 -0.1 0.0 -0.2
O -2.098893 3.128310 1.123125 0.0 0.0 0.0
O 1.127775 -2.011254 3.469340 0.0 0.0 0.0
O 1.342333 0.429171 3.462750 0.0 0.0 0.0
O 2.557182 4.130430 -2.118599 0.0 0.0 0.0
O 0.233320 -0.540552 -2.539074 0.0 0.1 -0.1
O 1.036909 -0.756328 1.387354 -0.1 0.0 0.1
O 0.471219 2.554195 2.022622 0.0 0.0 -0.1
O -0.519952 1.201648 -0.146486 0.0 0.0 0.0
N -0.212631 1.859042 -5.138540 0.0 0.0 0.0
N 2.293771 0.356497 -0.955178 0.1 0.0 0.0
C -1.687036 0.502622 2.415363 -0.1 0.0 0.0
C -2.312934 -2.399932 0.257096 0.1 -0.1 0.1
C -1.421013 -0.205857 -4.734058 0.0 0.0 0.0
C -3.536314 -1.765436 -0.029370 0.0 0.0 0.0
C -2.363288 -3.566508 1.042267 0.0 0.0 0.0
C -1.688805 -1.574332 3.653243 0.0 0.0 0.0
C -0.999684 -0.583311 2.972906 0.0 0.0 0.0
C -4.759511 -3.399719 1.258602 0.0 0.1 0.0
C 4.795306 1.204477 1.643741 0.0 0.0 0.0
C 5.290265 -0.051886 1.954875 0.0 0.0 0.0
C -3.070276 -1.501120 3.783314 0.0 0.0 0.0
C 2.622348 3.667679 -3.463698 0.0 0.0 0.0
C 3.832759 -1.027547 0.322231 0.0 0.1 0.0
C -3.759807 -0.433458 3.237093 0.0 0.0 0.0
C 3.339308 0.232348 -0.004704 0.0 0.0 -0.1
C 4.807362 -1.172531 1.293075 0.0 0.0 0.0
C 1.486879 1.445920 -2.964777 0.0 0.0 0.0
C 3.821505 1.347999 0.667876 0.0 0.0 0.0
C 2.449416 1.203579 -1.903357 0.0 0.0 0.0
C -4.735659 -2.250314 0.469855 0.0 -0.1 0.0
C 0.466853 0.526731 -3.252888 0.0 0.0 0.1
C -3.564500 -4.053849 1.537973 0.1 0.0 0.0
C -0.347660 0.782762 -4.398947 0.0 0.0 0.0
C 0.733812 2.760652 -4.814116 0.0 0.0 0.0
C 1.609156 2.599365 -3.770516 0.0 0.0 0.0
C -3.068939 0.564413 2.560199 0.0 0.0 0.0
H -2.132257 -0.294177 -3.910429 0.0 0.0 0.0
H -1.937217 0.113501 -5.636361 0.0 0.0 0.0
H 3.388452 2.316976 0.451499 0.0 0.0 0.0
H 5.146261 2.076517 2.179294 0.0 0.0 0.0
H -3.593522 1.406536 2.123924 0.0 0.0 0.0
H 0.927332 1.846339 2.530493 0.0 0.0 0.0
H 6.035385 -0.169976 2.730340 0.0 0.0 0.0
H 5.172425 -2.158155 1.547051 0.0 0.0 0.0
H -4.837917 -0.376800 3.324765 0.0 0.0 0.0
H 2.486465 4.495667 -4.166704 0.0 0.0 0.0
H 3.378303 1.771895 -1.944951 0.0 0.0 0.0
H 3.643383 3.299766 -3.594058 0.0 0.0 0.0
H -3.602200 -2.289084 4.302511 0.0 0.0 0.0
H 0.780148 3.649592 -5.434074 0.0 0.0 0.0
H -0.995583 -1.200677 -4.879350 0.0 0.0 0.0
H -1.132977 -2.407388 4.061434 0.0 0.0 0.0
H 1.629777 4.233029 -1.874147 0.0 0.0 0.0
```
Forces are in eV/Å.

Results
* orbital gap: 7.969 eV
* energy relative to the best compared isomer or geometry (same formula, charge and spin): 0.0 kcal/mol
* E_LUMO: 1.8 eV
* charge: -1
* E_HOMO: -6.125 eV

***

No. 2
# C32H37F3O4P

A gas-phase ion, C32H37F3O4P (charge -1) (wB97M-V/def2-TZVPD, OMol25).

Geometry as XYZ:
```
77
Properties=species:S:1:pos:R:3:forces:R:3
P -2.309965 -2.281195 1.237772 -1.0 0.8 -0.4
F -1.635169 1.153119 2.424982 -0.7 0.2 -0.7
F -3.524871 0.785911 1.338934 0.9 0.5 0.1
F -2.287056 2.513497 0.824110 -0.2 -1.1 0.4
O -0.098984 -2.360290 -0.981336 -0.3 0.5 1.0
O -3.621620 -1.917011 0.621334 0.4 -0.3 0.4
O 2.573983 3.137941 -2.439991 0.1 0.7 -0.4
O 1.303664 -1.213551 0.336853 -0.4 -0.9 0.0
C -1.003517 -1.001671 0.828220 0.6 -1.0 0.9
C -2.288260 -2.234629 3.074224 0.0 -0.1 0.1
C -0.528478 -6.009731 0.918926 0.0 0.2 -0.1
C 1.211592 2.949264 -0.510537 0.2 0.0 -0.4
C 0.672320 1.773298 -4.180683 0.3 -0.2 0.5
C 2.351991 -1.901102 -0.387603 0.1 0.4 0.1
C 2.043673 1.329520 -4.705452 0.2 0.0 0.0
C -0.392900 0.854531 -4.771537 -0.1 0.0 0.0
C -1.906547 -4.007578 0.854945 0.4 -0.6 -0.1
C 1.152758 4.476623 1.525447 0.0 0.1 0.1
C 1.788679 4.204599 0.163774 0.3 -0.4 -0.2
C 1.571920 5.450939 -0.704990 -0.1 0.0 -0.2
C -1.359768 -2.840644 5.233495 0.0 0.1 -0.2
C -0.664075 -4.623246 1.073366 -0.3 -0.4 0.0
C -3.053264 -1.123377 5.084869 0.1 -0.1 0.0
C -0.341241 1.091932 -0.513404 0.1 -0.5 0.3
C -1.616709 -6.790057 0.515237 -0.2 0.5 0.0
C 0.402821 2.066320 0.166567 -0.6 0.1 0.0
C 1.543672 2.655500 -1.906602 -0.3 -0.2 0.3
C -3.137560 -1.318673 3.707731 0.1 0.0 0.0
C -2.167595 -1.884400 5.851777 0.0 0.0 -0.2
C 0.654546 1.749801 -2.636032 0.5 0.2 0.1
C -1.468473 0.327153 0.179942 -0.1 -0.1 -0.8
C 3.298251 4.049938 0.357662 0.3 0.0 0.0
C 3.610001 -1.474042 0.311431 0.5 0.3 0.2
C -2.230714 1.200687 1.181205 -0.1 0.3 0.2
C 0.415336 3.204845 -4.680881 0.0 0.0 0.2
C -2.846886 -6.172524 0.253558 0.3 0.1 0.1
C -0.143105 0.904614 -1.893670 -0.8 0.4 0.1
C 0.080625 -1.622599 -0.027445 0.2 0.2 -1.2
C -1.404231 -3.004102 3.845632 -0.2 0.3 0.2
C -2.987970 -4.795308 0.421458 0.2 0.2 0.1
H -0.173555 -0.194173 -4.555082 -0.1 0.0 0.1
H 1.441499 3.719976 2.261921 -0.1 0.0 0.0
H 2.067200 1.431040 -5.799005 0.1 -0.1 0.1
H 1.499731 5.453409 1.890165 0.0 -0.2 0.0
H -0.405600 0.967094 -5.860087 0.0 0.0 0.0
H -3.940407 -4.301265 0.222526 0.3 -0.1 0.1
H -1.509221 -7.866638 0.391113 0.0 0.2 0.0
H 3.837884 -0.420536 0.106659 -0.1 -0.2 0.0
H -0.745077 -3.727114 3.366745 -0.2 0.2 0.2
H 0.203577 -4.034027 1.375166 -0.2 -0.1 -0.1
H -2.201641 0.042814 -0.590761 0.1 0.2 0.2
H -0.534902 3.580488 -4.281427 0.1 0.0 -0.1
H 1.961410 6.332182 -0.178587 -0.1 -0.1 -0.1
H 4.469727 -2.071900 -0.000478 -0.1 0.0 0.0
H 0.442532 -6.474135 1.106792 -0.3 0.1 -0.1
H 2.102393 5.348301 -1.654709 -0.1 0.0 0.1
H 3.694200 4.960223 0.830213 0.1 -0.2 0.0
H 0.285181 2.161013 1.251785 -0.2 0.1 -0.4
H -3.704774 -6.754120 -0.087299 0.3 0.1 0.1
H -3.843726 -0.738161 3.109397 0.3 -0.2 0.2
H -1.391668 1.098724 -4.395807 0.1 -0.1 0.0
H 0.376934 3.220194 -5.777482 0.0 0.0 0.1
H 2.190005 -2.983679 -0.309085 -0.1 0.2 -0.1
H 0.505449 5.604085 -0.900699 0.1 0.0 0.0
H -3.669409 -0.355688 5.553555 0.1 -0.3 -0.1
H -2.095717 -1.724511 6.929308 -0.1 -0.1 -0.3
H -0.572603 -0.786948 1.814404 0.2 0.1 -0.3
H 2.319807 -1.590033 -1.439171 0.0 -0.2 0.2
H -0.667838 -3.445515 5.822706 -0.2 0.2 -0.1
H 0.060962 4.520405 1.459782 0.1 -0.1 0.0
H 3.514991 3.185646 0.999517 0.0 0.1 -0.1
H 2.819360 1.962770 -4.261418 -0.2 -0.2 -0.1
H 3.477524 -1.577265 1.396151 0.1 -0.1 -0.2
H 2.236304 0.282071 -4.435573 0.0 0.1 -0.1
H -0.708554 0.108100 -2.387780 -0.1 0.4 0.1
H 3.774717 3.902897 -0.616664 -0.1 0.0 0.2
H 1.226428 3.859972 -4.350080 -0.2 0.0 0.0
```
Forces are in eV/Å.

Results
* orbital gap: 5.545 eV
* E_LUMO: 2.4 eV
* charge: -1
* structure (SMILES): CCOC(=O)[C@@H]([C@H](c1cc(C(C)(C)C)c([O-])c(C(C)(C)C)c1)C(F)(F)F)P(=O)(c1ccccc1)c1ccccc1
* E_HOMO: -3.182 eV

***

No. 3
# C5H3N

C5H3N in the gas phase (wB97M-V/def2-TZVPD, OMol25).

Geometry as XYZ:
```
9
Properties=species:S:1:pos:R:3:forces:R:3
N -0.512747 1.535871 -0.036215 2.1 1.5 0.3
C -2.033501 -1.368795 0.110706 1.9 2.3 -0.7
C -0.879174 -0.709476 -0.178687 -1.4 0.0 0.6
C 0.616151 0.912019 0.060936 1.3 1.8 -0.7
C 0.606287 -0.523347 -0.063997 -2.1 -0.7 -0.4
C -1.492290 0.609272 -0.024012 -3.0 -3.8 0.0
H 1.222050 -0.916807 -0.819550 0.9 -0.4 -1.1
H 0.887850 -0.965967 0.829847 0.8 -1.0 1.9
H 1.585372 1.427233 0.120972 -0.5 0.2 0.2
```
Forces are in eV/Å.

Results
* orbital gap: 7.587 eV
* energy relative to the best compared isomer or geometry (same formula, charge and spin): 111.1 kcal/mol
* E_LUMO: -1.0 eV
* E_HOMO: -8.558 eV

***

Q: E_LUMO of number 2 (C32H37F3O4P)?
A: 2.4 eV

***

Q: What is the orbital gap in the third record?
A: 7.587 eV

***

Q: Which value of E_HOMO does entry 2 give?
A: -3.182 eV

***

Q: Among the records above, which one has the lowest E_HOMO?
A: C5H3N